1.
Density functional theory data (ωB97M-V/def2-TZVPD) for a structure of composition C23H55IrN3OP4S.

lowest unoccupied orbital energy (spin up / spin down)	-9.65 / -11.34	eV
highest occupied orbital energy (spin up / spin down)	-14.212 / -15.754	eV
multiplicity	5
⟨S²⟩	6.028
total charge	+3

```
88
Properties=species:S:1:pos:R:3:forces:R:3:mulliken_charge:R:1
Ir -0.2384 -1.6069 -0.1429 1.33 1.69 -2.31 1.1867
P 0.3163 -2.4029 1.7512 2.01 -1.78 3.58 0.3181
P 1.8299 -1.8734 -1.1186 1.33 -0.17 0.34 0.3212
P -1.2496 -3.2561 -1.1876 -1.09 -1.96 -1.37 0.8600
H -6.5628 0.8572 -1.2587 -0.44 -0.22 0.59 0.3881
C -5.9758 -0.0454 -1.0680 -1.54 2.33 -6.27 -0.6828
C -5.6129 -0.5602 0.0892 0.79 -3.31 5.37 -0.5920
H -4.9897 -0.1295 0.8550 0.65 0.16 -0.07 0.3541
C 1.0985 -1.1794 2.8649 -0.35 -0.07 -0.13 -0.3378
C 1.4335 -3.8630 1.9211 -0.04 -0.11 -0.32 -1.2457
C -1.2088 -2.9324 2.6016 -0.34 0.24 -0.33 -1.2219
C 1.8518 -0.8186 -2.6086 -0.47 -0.05 0.16 -0.9270
C 3.2517 -1.2682 -0.1112 -0.37 0.22 -0.03 -0.5605
C 2.4462 -3.5395 -1.6489 -0.72 -0.05 0.17 -1.2133
C -3.0031 -3.1134 -0.8078 -0.54 0.14 0.04 -1.2736
C -0.8699 -5.0016 -0.8294 0.43 -0.65 0.63 -1.2836
C -1.1715 -3.2580 -2.9934 -0.09 0.15 -0.58 -1.1319
H -5.9884 -0.6327 -2.0096 0.67 0.26 0.43 0.3370
H -6.1082 -1.4898 0.4625 -0.05 0.87 -0.07 0.3540
H 0.5658 -0.2373 2.6856 0.30 -0.18 0.33 -0.4542
H 2.1454 -1.0328 2.5593 -0.41 -0.02 0.27 0.2469
H 1.0154 -1.5100 3.9146 0.14 0.18 -0.42 0.6663
H 2.4555 -3.6012 1.6212 -0.21 0.03 0.09 0.3728
H 1.1169 -4.7032 1.2850 -0.04 0.28 0.23 0.2980
H 1.4827 -4.2215 2.9628 -0.18 0.28 -0.31 0.5031
H -1.9694 -2.1604 2.4154 -0.02 -0.16 0.25 0.3601
H -1.0578 -3.0310 3.6842 0.05 0.05 -0.28 0.5302
H -1.5910 -3.8799 2.1982 0.20 0.21 0.10 0.3005
H 2.8233 -0.8777 -3.1331 -0.41 -0.04 0.33 0.5200
H 1.6603 0.2100 -2.2665 0.15 -0.25 -0.20 -0.0770
H 1.0394 -1.1315 -3.2841 0.36 0.14 0.11 0.3064
H 4.2138 -1.5271 -0.5988 -0.60 0.09 0.21 0.6563
H 3.2128 -1.6903 0.9065 0.16 0.10 -0.54 0.2259
H 3.1270 -0.1761 -0.0277 0.15 -0.43 0.01 -0.4292
H 3.4402 -3.4487 -2.1204 -0.43 0.22 0.22 0.5418
H 1.7605 -4.0129 -2.3651 0.24 0.16 0.15 0.3223
H 2.5320 -4.2080 -0.7778 0.02 0.30 -0.25 0.3609
H -3.6560 -3.8377 -1.3025 0.32 -0.15 -0.09 0.5535
H -3.3327 -2.1236 -1.1268 -0.13 0.10 0.15 0.2313
H -3.1605 -3.2242 0.2652 -0.03 0.12 0.05 0.3555
H -1.4418 -5.7419 -1.4050 -0.20 0.65 -0.27 0.5227
H -1.0707 -5.2906 0.2078 0.06 0.35 0.03 0.3638
H 0.1750 -5.2595 -1.0223 0.01 0.27 0.01 0.3107
H -1.8698 -3.9475 -3.4768 -0.07 -0.11 0.37 0.5181
H -0.1822 -3.5302 -3.3681 0.01 0.17 0.14 0.3362
H -1.4308 -2.2633 -3.3499 0.11 0.14 -0.15 0.1787
C -2.7261 1.4370 -0.7163 0.09 -0.82 0.52 1.1353
C -2.2867 0.7227 -1.9038 -0.50 0.94 0.15 0.7614
C -2.8340 1.2142 -3.1367 1.17 -1.59 1.44 -0.6015
C -3.5167 2.4380 -3.2540 -0.64 1.19 2.35 -0.5328
C -4.0211 2.9753 -2.0232 -0.41 -0.31 -1.44 -0.8919
C -3.9017 2.1965 -0.8538 0.54 0.74 -1.89 -1.4325
S -2.1096 2.1876 0.9163 1.08 -1.52 -2.31 0.0598
H -3.1633 2.0321 1.7025 -0.84 -0.20 -0.06 0.2613
H -1.6316 -0.1999 -1.9167 -0.46 1.42 0.21 -0.5308
H -2.6475 0.6162 -4.0199 0.15 0.15 -0.09 0.4904
H -3.6677 2.8789 -4.2464 -0.15 -0.03 0.61 0.5408
H -4.6434 3.8691 -1.8844 0.07 -0.43 -0.83 0.4955
H -4.6909 2.1734 -0.1524 -0.47 0.51 1.15 0.8068
C 4.2311 2.6830 -0.2734 -0.27 -0.02 -0.01 -1.0066
N 3.4377 2.4427 0.9447 -1.11 -0.67 -0.35 0.2223
C 4.1501 1.7329 2.0036 0.05 0.07 0.15 -1.0724
P 1.7520 2.2711 0.9128 2.10 1.69 0.43 -0.6861
O 1.1276 0.9429 0.6102 -0.57 -0.29 -0.15 0.4330
N 1.4570 2.7955 2.4869 -0.44 -0.50 -0.11 0.5314
C 0.1970 2.5144 3.1771 -0.21 0.04 -0.17 -0.7677
C 2.1666 3.8841 3.1888 0.19 0.42 -0.15 -1.0912
N 1.4132 3.3772 -0.2925 -0.90 -0.43 -0.03 0.2981
C 0.4767 3.1294 -1.3955 0.20 -0.32 0.24 -0.5255
C 1.6074 4.7962 -0.0172 0.01 0.39 -0.03 -0.9581
H 5.0253 3.4273 -0.0718 -0.33 -0.46 -0.08 0.3178
H 3.5667 3.0665 -1.0648 0.44 -0.11 0.36 0.3023
H 4.6784 1.7366 -0.6258 0.07 0.37 0.08 0.2853
H 4.9802 2.3526 2.3730 -0.16 -0.30 -0.07 0.3614
H 3.4564 1.5273 2.8298 0.37 0.08 -0.17 0.3384
H 4.5395 0.7754 1.6343 0.16 0.12 0.09 0.2648
H 0.3649 2.4641 4.2769 -0.12 -0.05 -0.78 0.3646
H -0.5114 3.3399 2.9665 0.04 -0.27 0.37 0.2500
H -0.2544 1.5725 2.8185 0.29 0.42 0.26 -0.1215
H 2.2944 3.6370 4.2641 -0.14 -0.03 -0.66 0.3346
H 3.1619 4.0567 2.7599 -0.43 -0.06 0.09 0.3296
H 1.5826 4.8246 3.1206 0.32 -0.40 0.10 0.3730
H -0.5750 3.2963 -1.0929 0.27 0.18 -0.28 0.2830
H 0.7399 3.7991 -2.2394 -0.26 -0.41 0.47 0.4175
H 0.5611 2.0846 -1.7286 -0.03 0.32 0.07 -0.2229
H 0.8489 5.1878 0.6828 0.29 -0.01 -0.20 0.1942
H 2.6147 4.9923 0.3757 -0.34 -0.05 -0.06 0.3049
H 1.4979 5.3207 -0.9770 0.15 0.05 0.42 0.4133
```
Forces are in eV/Å.

=====

2.
Density functional theory data (ωB97M-V/def2-TZVPD) for a structure of composition C23H55N3O2OsP4.

lowest unoccupied orbital energy (spin up / spin down)	-10.04 / -14.06	eV
highest occupied orbital energy (spin up / spin down)	-18.289 / -19.503	eV
multiplicity	5
⟨S²⟩	6.040
ΔE to the lowest compared entry with this formula, charge and spin	0.0	kcal per mole
total charge	+4

```
88
Properties=species:S:1:pos:R:3:forces:R:3:mulliken_charge:R:1
Os -0.6851 0.2011 -0.7251 -1.28 0.91 -0.05 0.4546
P -2.9303 -0.3011 -0.9184 -1.12 -0.29 -0.20 0.9604
P 0.6151 -1.4637 -1.5263 0.86 -1.58 -0.03 0.8855
P -0.6627 1.6443 -2.4508 0.33 0.46 -1.33 0.7160
H 0.9454 1.1513 1.2816 -0.17 -0.08 -0.33 0.0793
C 0.3608 1.6372 0.4940 -0.94 1.12 0.83 -0.9589
C -1.0738 1.7617 0.6912 1.39 0.42 1.80 -0.3685
H -1.5010 1.3645 1.6234 0.16 0.16 -0.48 -0.1979
C -3.7190 -1.0137 0.5661 0.06 -0.18 0.11 -0.9625
C -3.2315 -1.5751 -2.1905 -0.10 0.07 -0.06 -1.4424
C -4.0622 1.0848 -1.3140 0.08 -0.18 0.01 -1.3402
C 2.3472 -1.0545 -1.1586 0.39 -0.08 -0.13 -0.4648
C 0.3264 -3.0281 -0.6546 0.22 -0.24 0.07 -0.7446
C 0.4942 -1.8798 -3.2888 0.06 0.03 -0.07 -1.2779
C -1.2759 3.3398 -2.1270 -0.13 -0.13 0.21 -1.4809
C -1.5091 1.1417 -3.9977 0.07 0.01 0.15 -1.2568
C 1.0471 1.9756 -2.9867 0.07 0.01 -0.03 -1.6030
H 0.8927 2.4449 -0.0167 -0.19 -0.30 0.03 0.6107
H -1.5871 2.6476 0.2998 0.06 -0.55 -0.13 0.6604
H -4.2463 -0.2201 1.1113 0.16 -0.24 -0.10 0.4699
H -2.9749 -1.5010 1.2098 -0.27 0.25 -0.24 -0.2484
H -4.4507 -1.7698 0.2522 0.07 0.25 0.07 0.6489
H -2.5643 -2.4326 -2.0310 -0.23 0.19 -0.04 0.2975
H -3.0727 -1.1712 -3.1972 -0.04 -0.14 0.20 0.3498
H -4.2742 -1.9054 -2.0920 0.22 0.01 -0.18 0.5720
H -4.0084 1.8349 -0.5129 -0.06 -0.19 -0.20 0.4429
H -5.0841 0.6810 -1.3611 0.22 0.19 -0.01 0.5060
H -3.8215 1.5601 -2.2723 -0.14 -0.15 0.28 0.3534
H 3.0016 -1.8949 -1.4240 -0.11 0.05 0.07 0.6550
H 2.4382 -0.8638 -0.0834 -0.01 -0.05 -0.19 0.0060
H 2.6899 -0.1609 -1.6967 -0.39 -0.25 0.26 -0.3489
H 1.0201 -3.8091 -0.9917 -0.15 0.15 0.01 0.6543
H -0.7022 -3.3700 -0.8164 0.19 0.06 -0.06 0.2884
H 0.4638 -2.8461 0.4161 -0.01 -0.07 -0.27 -0.1131
H 1.0572 -2.8004 -3.4798 -0.06 0.12 0.02 0.5616
H 0.9074 -1.0784 -3.9066 -0.07 -0.10 0.03 0.3275
H -0.5511 -2.0470 -3.5684 0.18 -0.01 0.05 0.3243
H -1.1955 3.9425 -3.0435 -0.01 -0.28 0.19 0.5090
H -0.6703 3.8131 -1.3436 -0.13 -0.08 -0.18 0.4171
H -2.3242 3.3215 -1.8058 0.24 0.08 -0.10 0.3510
H -1.2949 1.8751 -4.7893 -0.04 -0.18 0.24 0.5267
H -2.5939 1.1020 -3.8474 0.27 0.01 -0.11 0.3629
H -1.1568 0.1542 -4.3228 -0.10 0.28 0.06 0.2619
H 1.0587 2.8309 -3.6758 -0.12 -0.20 0.10 0.7218
H 1.4973 1.1138 -3.4940 -0.22 0.20 0.13 0.4315
H 1.6566 2.2164 -2.1074 -0.15 -0.05 -0.19 0.3877
C 4.8209 1.8993 -3.2814 -0.73 -1.73 0.28 0.7271
C 6.2393 1.8154 -3.2692 1.24 0.65 0.22 -0.6427
C 6.9667 2.9934 -3.0509 0.17 -1.69 -0.32 -0.3817
C 6.3159 4.2273 -2.8685 -0.15 0.31 0.18 -0.3819
C 4.9193 4.3012 -3.0054 -1.53 -0.88 -0.50 -0.5208
C 4.1958 3.1496 -3.3069 -0.17 2.15 0.49 0.0277
O 3.9349 0.8504 -3.1674 1.82 1.46 -0.52 -0.2984
H 4.3635 -0.0174 -3.0850 0.39 0.18 -0.20 0.3654
H 6.7613 0.8654 -3.4238 -0.23 0.31 0.19 0.4150
H 8.0644 2.9783 -3.0033 -0.57 -0.21 -0.08 0.4239
H 6.8760 5.1298 -2.6322 0.03 -0.21 -0.09 0.4542
H 4.3783 5.2402 -2.8792 0.32 -0.19 -0.17 0.4262
H 3.1236 3.1782 -3.4775 0.34 0.12 0.14 0.3896
C -2.8671 0.3386 3.8891 -0.64 -0.01 0.25 -0.9098
N -1.4534 -0.0285 3.8827 0.52 -0.63 -0.65 0.1876
C -0.5456 1.0710 4.2502 0.42 0.20 0.31 -0.9951
P -0.8388 -1.3269 3.0825 -0.99 2.76 -1.28 -0.7996
O -0.5284 -1.2130 1.6179 0.08 0.16 0.24 -0.1066
N 0.5889 -1.5711 3.9059 0.21 -1.40 0.41 0.3961
C 1.7562 -2.1188 3.2193 0.49 0.17 -0.32 -0.4178
C 0.6031 -1.8054 5.3481 0.19 0.39 0.62 -0.9159
N -2.0173 -2.5130 3.2372 0.82 -0.96 0.81 0.4429
C -1.8274 -3.7450 2.4488 -0.32 -0.05 -0.48 -0.6440
C -2.7301 -2.7455 4.4993 -0.29 -0.55 0.36 -0.8676
H -2.9301 1.4317 3.7925 -0.16 -0.40 -0.04 0.4471
H -3.3278 0.0555 4.8465 -0.03 0.20 -0.33 0.3459
H -3.4199 -0.1169 3.0562 0.18 0.09 0.38 0.1248
H -0.2432 0.9888 5.3066 -0.06 0.19 -0.37 0.3534
H 0.3608 1.0842 3.6180 -0.37 0.02 0.30 0.3386
H -1.0867 2.0215 4.1186 0.40 -0.36 0.04 0.4136
H 1.9043 -1.6299 2.2492 -0.23 -0.18 0.27 -0.1139
H 2.6361 -1.9257 3.8462 -0.24 -0.10 -0.15 0.4357
H 1.6840 -3.2081 3.0732 -0.08 0.17 0.09 0.3123
H 1.6367 -1.6784 5.6989 -0.35 -0.04 -0.03 0.3828
H -0.0371 -1.0984 5.8871 0.07 -0.21 -0.26 0.3759
H 0.2985 -2.8322 5.6060 0.05 0.08 -0.18 0.3237
H -1.6361 -3.5155 1.3923 0.09 0.02 0.47 -0.0873
H -1.0046 -4.3509 2.8661 -0.23 0.12 -0.09 0.3584
H -2.7530 -4.3316 2.5153 0.29 0.13 0.02 0.5476
H -2.1204 -2.4916 5.3795 -0.19 0.11 -0.29 0.3291
H -3.6805 -2.1958 4.5403 0.32 0.05 -0.08 0.3122
H -2.9769 -3.8134 4.5498 0.08 0.34 0.11 0.4409
```
Forces are in eV/Å.

=====

Across the entries above, F_max takes the values 6.864; 3.202 eV/A, respectively.